Record 1
Computed, not measured: a gas-phase ion, C4H12N3 (charge +2), with the ωB97M-V functional and the def2-TZVPD basis.

The geometry in XYZ format:
```
19
Properties=species:S:1:pos:R:3
C 1.142 -1.666 0.140
C 0.882 -0.324 0.880
C -0.375 0.439 0.416
C -1.416 0.914 1.089
N -2.448 1.672 0.570
N -0.125 0.990 -0.965
N 1.517 -1.357 -1.238
H 0.095 -2.040 -0.025
H 1.943 -2.260 0.746
H 0.565 -0.678 1.858
H 1.904 0.441 0.935
H -1.689 0.575 2.136
H -3.239 1.664 1.203
H -2.644 1.914 -0.332
H 0.230 1.880 -1.257
H -0.919 0.778 -1.516
H 2.516 -1.171 -1.355
H 1.362 -2.112 -1.977
H 0.699 0.341 -1.307
```

Results
ΔE to the lowest compared entry with this formula, charge and spin = 66.1 kcal/mol
Charge = +2
Highest occupied orbital energy (alpha / beta) = -18.222 / -18.150 eV
Molar mass = 102.2 g mol⁻¹
Spin multiplicity = 2



Record 2
Computed, not measured: 2 unconnected molecules or ions with the total composition C6H14N2O2, with the ωB97M-V functional and the def2-TZVPD basis.

The geometry in XYZ format:
```
24
Properties=species:S:1:pos:R:3
C -2.760 0.670 1.773
N -2.155 1.315 0.630
C -1.482 0.533 -0.313
C -1.151 1.191 -1.682
O -1.360 -0.649 -0.197
H -3.748 0.363 1.321
H -2.147 -0.203 2.140
H -3.009 1.407 2.553
H -2.136 2.325 0.663
H -1.315 2.245 -1.727
H -0.141 1.081 -1.794
H -1.633 0.807 -2.579
C 2.290 -0.707 1.766
N 1.650 -0.849 0.509
C 2.378 -0.932 -0.753
C 1.435 -1.100 -1.904
O 3.622 -0.835 -0.867
H 3.352 -1.036 1.610
H 2.223 0.288 2.136
H 2.020 -1.432 2.548
H 0.668 -0.967 0.491
H 0.978 -2.035 -1.739
H 0.501 -0.566 -1.770
H 1.918 -0.913 -2.817
```

Results
ΔE to the lowest compared entry with this formula, charge and spin = 40.3 kcal/mol
Highest occupied orbital energy = -9.194 eV
Molar mass = 146.2 g mol⁻¹
Spin multiplicity = 1
SMILES = CNC(C)=O.CNC(C)=O



Record 3
Computed, not measured: a molecular structure, C32H48N12O5S3Ta, with the ωB97M-V functional and the def2-TZVPD basis.

The geometry in XYZ format:
```
101
Properties=species:S:1:pos:R:3
Ta -0.161 -1.400 -0.588
C -2.877 -2.440 1.792
N -1.679 -2.766 2.535
C -1.739 -4.055 3.225
C -0.606 -1.986 2.575
N -0.240 -1.130 1.548
C 0.382 0.087 1.968
C -0.223 0.777 2.994
C 0.315 1.957 3.521
C 1.461 2.464 2.984
C 2.116 1.806 1.916
C 3.292 2.389 1.392
C 3.948 1.810 0.347
C 3.468 0.607 -0.179
C 2.358 -0.031 0.330
N 1.974 -1.274 -0.245
C 2.961 -2.141 -0.625
N 2.789 -2.924 -1.696
C 2.074 -2.507 -2.896
C 3.356 -4.271 -1.779
N 4.131 -2.249 0.024
C 5.373 -2.545 -0.687
C 4.337 -1.937 1.426
C 1.595 0.584 1.379
N 0.122 -2.032 3.700
C -0.481 -2.213 5.016
C 1.550 -1.786 3.735
H -3.733 -2.545 2.462
H -3.027 -3.127 0.962
H -2.844 -1.425 1.425
H -2.032 -4.808 2.501
H -2.479 -4.035 4.026
H -0.769 -4.329 3.627
H -1.138 0.380 3.416
H -0.178 2.445 4.351
H 1.905 3.372 3.375
H 3.651 3.309 1.834
H 4.840 2.261 -0.066
H 3.994 0.154 -1.010
H 1.737 -1.473 -2.820
H 1.241 -3.178 -3.105
H 2.758 -2.574 -3.746
H 3.735 -4.587 -0.812
H 4.149 -4.329 -2.526
H 2.559 -4.952 -2.062
H 5.240 -2.460 -1.761
H 5.757 -3.537 -0.447
H 6.121 -1.815 -0.372
H 3.390 -1.901 1.944
H 4.848 -0.980 1.556
H 4.954 -2.719 1.869
H -1.565 -2.190 4.960
H -0.148 -1.392 5.654
H -0.171 -3.150 5.480
H 1.941 -1.861 2.729
H 2.022 -2.550 4.354
H 1.790 -0.804 4.149
N -1.613 5.732 -4.996
C -1.353 4.546 -4.416
C -1.969 3.366 -4.891
C -1.749 2.161 -4.282
C -0.918 2.092 -3.158
C -0.258 3.232 -2.698
C -0.480 4.444 -3.311
S -0.613 0.552 -2.392
O 0.611 0.647 -1.546
O -0.482 -0.538 -3.320
N -1.580 0.034 -1.142
C -2.939 -0.140 -1.507
N -3.323 0.439 -2.634
C -4.588 0.257 -3.013
C -5.474 -0.495 -2.267
C -4.975 -1.035 -1.094
N -3.715 -0.850 -0.706
H -2.151 5.760 -5.847
H -1.054 6.543 -4.797
H -2.595 3.418 -5.773
H -2.189 1.258 -4.674
H 0.476 3.146 -1.907
H 0.054 5.325 -2.978
H -4.881 0.726 -3.945
H -6.498 -0.640 -2.576
H -5.587 -1.648 -0.442
N -2.053 5.556 1.225
C -2.490 4.593 0.154
C -2.267 3.142 0.614
N -0.908 2.656 0.632
H -2.090 6.526 0.907
H -1.096 5.351 1.519
H -2.660 5.471 2.043
H -1.924 4.795 -0.754
H -3.548 4.768 -0.037
H -2.839 2.497 -0.054
H -2.696 3.027 1.619
H -0.232 3.227 1.120
H -0.548 2.371 -0.262
O 0.251 -3.187 0.032
S -0.557 -4.272 -0.767
O 0.358 -5.009 -1.566
O -1.441 -4.941 0.121
S -1.564 -2.897 -1.891
```

Results
ΔE to the lowest compared entry with this formula, charge and spin = 34.1 kcal/mol
Charge = +3
Highest occupied orbital energy = -14.791 eV
Molar mass = 958.0 g mol⁻¹
Spin multiplicity = 1



Record 4
Computed, not measured: a molecular structure, C21H45O2P3Ti, with the ωB97M-V functional and the def2-TZVPD basis.

The geometry in XYZ format:
```
72
Properties=species:S:1:pos:R:3
Ti 0.080 -1.000 0.211
P 0.926 0.609 1.854
P -1.547 -1.739 2.080
P 1.353 -0.166 -1.828
H -2.616 -0.485 -0.256
C -1.780 -0.658 -0.944
C -1.357 -1.987 -1.256
H -1.856 -2.859 -0.811
C -0.301 1.969 1.760
C 1.093 0.407 3.664
C 2.472 1.483 1.440
C -2.738 -3.053 1.614
C -0.965 -2.404 3.690
C -2.696 -0.424 2.651
C 0.981 -0.859 -3.490
C 3.183 -0.153 -1.790
C 0.994 1.579 -2.151
H -1.598 0.162 -1.650
H -0.899 -2.212 -2.228
H 0.110 2.824 2.314
H -1.258 1.675 2.200
H -0.474 2.237 0.713
H 1.650 1.264 4.068
H 1.652 -0.508 3.889
H 0.119 0.358 4.162
H 2.766 2.101 2.297
H 2.344 2.123 0.559
H 3.269 0.759 1.236
H -3.486 -3.167 2.412
H -2.203 -4.004 1.484
H -3.250 -2.800 0.678
H -1.823 -2.484 4.372
H -0.207 -1.753 4.138
H -0.535 -3.404 3.552
H -3.532 -0.894 3.186
H -3.085 0.128 1.787
H -2.183 0.270 3.328
H 1.467 -0.238 -4.257
H -0.101 -0.851 -3.665
H 1.347 -1.890 -3.577
H 3.569 0.295 -2.715
H 3.565 -1.177 -1.700
H 3.533 0.431 -0.930
H 1.248 1.854 -3.183
H 1.549 2.222 -1.459
H -0.072 1.763 -1.989
C -1.155 4.473 -1.660
C -1.800 5.572 -1.073
C -2.649 6.343 -1.867
C -2.834 6.036 -3.222
C -2.155 4.956 -3.802
C -1.301 4.172 -3.020
O -0.413 3.602 -0.890
H -0.302 3.946 0.021
H -1.661 5.774 -0.006
H -3.171 7.194 -1.416
H -3.518 6.631 -3.831
H -2.289 4.712 -4.856
H -0.764 3.321 -3.434
C 2.378 -4.663 -0.467
C 2.446 -4.574 1.060
C 1.494 -3.450 1.478
O 1.197 -2.693 0.262
C 1.592 -3.440 -0.949
H 3.368 -4.691 -0.934
H 1.856 -5.568 -0.794
H 3.459 -4.339 1.404
H 2.160 -5.517 1.537
H 0.548 -3.867 1.845
H 1.918 -2.761 2.218
H 2.213 -2.785 -1.582
H 0.676 -3.724 -1.481
```

Results
Charge = +3
Highest occupied orbital energy (alpha / beta) = -14.877 / -14.877 eV
Molar mass = 470.4 g mol⁻¹
Spin multiplicity = 2